Entry 1:
{
  "formula": "C3H9NS2",
  "method": "the ωB97M-V functional and the def2-TZVPD basis",
  "species": ["C", "C", "N", "H", "H", "H", "H", "H", "C", "S", "S", "H", "H", "H", "H"],
  "positions_angstrom": [[1.149, 0.645, 1.110], [1.375, -0.070, -0.028], [2.415, -0.947, -0.161], [1.567, 0.284, 2.065], [0.347, 1.330, 1.102], [0.709, -0.123, -0.912], [3.134, -0.735, 0.516], [2.796, -1.102, -1.082], [-1.927, 0.992, -0.968], [-2.918, 0.066, 0.202], [-1.976, -1.814, 0.222], [-2.590, 1.742, -1.357], [-0.999, 1.137, -0.470], [-1.629, 0.243, -1.703], [-1.454, -1.647, 1.464]],
  "forces_ev_per_angstrom": [[0.238, -1.910, -1.113], [-0.707, 0.603, 0.458], [0.833, -0.452, 0.439], [0.200, 0.731, -0.604], [-0.803, 0.545, 0.370], [0.410, 0.776, 0.622], [0.185, -0.353, -0.166], [-0.225, 0.024, 0.068], [0.235, -2.332, -0.023], [-0.658, -1.007, 0.425], [-0.294, 0.841, 0.544], [0.444, 0.741, -0.152], [0.530, 1.601, 0.239], [-0.477, 0.356, -0.638], [0.089, -0.164, -0.469]],
  "fmax_ha_per_bohr": 0.0456,
  "de_lowest_kcal_mol": 33.8,
  "smiles": "C=CN.CSS",
  "spin_multiplicity": 1,
  "homo_ev": -8.26,
  "orbital_gap_ev": 8.86
}

Entry 2:
{
  "formula": "C4H9O2",
  "method": "the ωB97M-V functional and the def2-TZVPD basis",
  "species": ["C", "C", "H", "H", "H", "H", "H", "H", "C", "C", "O", "O", "H", "H", "H"],
  "positions_angstrom": [[0.191, 1.727, 0.922], [-1.169, 1.650, 0.398], [0.801, 1.650, 0.142], [0.396, 2.572, 1.550], [0.242, 0.733, 1.497], [-1.999, 1.423, 1.140], [-1.267, 0.778, -0.410], [-1.566, 2.476, -0.141], [1.266, -1.723, -0.826], [-0.205, -2.066, -0.565], [-0.294, -3.035, 0.160], [-1.139, -1.495, -1.126], [1.409, -1.936, -1.843], [1.968, -2.180, -0.178], [1.367, -0.575, -0.720]],
  "forces_ev_per_angstrom": [[-1.923, -2.227, 3.880], [-3.754, -2.554, -1.761], [3.117, -0.071, -3.016], [0.209, 0.391, 0.409], [0.722, 1.548, -0.419], [1.185, 0.139, -0.495], [0.354, 1.451, 1.861], [0.077, 1.283, -0.453], [-0.949, 3.957, 0.229], [0.932, -0.297, -0.238], [-0.552, -2.756, 2.385], [-0.614, 1.717, -1.122], [0.684, -0.372, -1.520], [0.410, -0.681, 0.530], [0.100, -1.528, -0.270]],
  "fmax_ha_per_bohr": 0.0947,
  "de_lowest_kcal_mol": 25.5,
  "spin_multiplicity": 1,
  "total_charge": -1,
  "homo_ev": -3.60,
  "orbital_gap_ev": 7.60
}

Entry 3:
{
  "formula": "C22H30N4O3S",
  "method": "the ωB97M-V functional and the def2-TZVPD basis",
  "species": ["C", "C", "C", "C", "C", "C", "C", "N", "C", "C", "O", "C", "C", "N", "C", "S", "C", "C", "O", "N", "C", "C", "C", "C", "C", "C", "N", "C", "C", "O", "H", "H", "H", "H", "H", "H", "H", "H", "H", "H", "H", "H", "H", "H", "H", "H", "H", "H", "H", "H", "H", "H", "H", "H", "H", "H", "H", "H", "H", "H"],
  "positions_angstrom": [[-3.050, -4.701, -0.852], [-3.041, -3.324, -0.185], [-3.736, -3.410, 1.183], [-1.591, -2.834, -0.006], [-1.440, -1.339, -0.040], [-2.530, -0.522, -0.285], [-2.350, 0.885, -0.354], [-3.394, 1.740, -0.657], [-4.560, 1.811, 0.205], [-4.302, 2.787, 1.365], [-3.979, 4.071, 0.894], [-2.828, 4.031, 0.073], [-3.031, 3.077, -1.107], [-1.150, 1.438, -0.254], [-0.114, 0.649, -0.049], [1.490, 1.280, 0.048], [2.145, -0.336, 0.307], [3.531, -0.630, 0.654], [3.811, -1.716, 1.181], [4.509, 0.284, 0.446], [4.408, 1.469, -0.379], [5.767, 1.818, -0.995], [6.467, 0.534, -1.427], [6.808, -0.311, -0.193], [5.836, 0.004, 0.950], [1.144, -1.298, 0.324], [1.430, -2.625, 0.447], [-0.165, -0.748, 0.100], [-3.857, -1.148, -0.624], [-3.740, -2.470, -1.081], [-2.436, -5.400, -0.292], [-2.669, -4.616, -1.866], [-4.068, -5.078, -0.901], [-3.565, -2.513, 1.774], [-4.807, -3.547, 1.045], [-3.348, -4.262, 1.735], [-0.965, -3.249, -0.801], [-1.228, -3.214, 0.952], [-4.806, 0.833, 0.610], [-5.400, 2.176, -0.395], [-5.198, 2.900, 1.978], [-3.480, 2.395, 1.986], [-2.668, 5.052, -0.275], [-1.958, 3.698, 0.655], [-2.118, 3.014, -1.695], [-3.855, 3.438, -1.731], [4.033, 2.317, 0.208], [3.699, 1.275, -1.187], [5.603, 2.475, -1.849], [6.392, 2.354, -0.280], [7.372, 0.763, -1.992], [5.796, -0.022, -2.085], [6.749, -1.370, -0.445], [7.824, -0.103, 0.146], [6.176, 0.880, 1.512], [5.760, -0.843, 1.633], [0.726, -3.229, 0.831], [2.381, -2.774, 0.782], [-4.544, -1.117, 0.238], [-4.319, -0.592, -1.445]],
  "forces_ev_per_angstrom": [[-0.070, 0.459, 0.095], [0.189, -0.503, 0.270], [0.045, 0.174, -0.367], [-0.337, -0.044, -0.269], [0.057, 0.154, 0.073], [-0.029, -0.233, 0.076], [0.583, -0.197, -0.003], [-0.146, 0.028, -0.270], [-0.086, 0.192, 0.416], [-0.177, -0.333, -0.063], [-0.144, 0.124, -0.007], [0.193, -0.075, -0.276], [0.124, 0.347, 0.105], [-0.237, 0.310, -0.037], [0.354, -0.639, 0.166], [-0.207, -0.121, 0.049], [-0.587, 0.164, -0.110], [-0.031, -0.157, 0.137], [0.079, -0.200, -0.028], [0.152, -0.045, 0.057], [-0.137, 0.458, -0.176], [-0.053, -0.202, -0.130], [0.092, 0.129, 0.055], [-0.156, 0.024, 0.039], [0.327, -0.317, 0.244], [0.652, 0.188, -0.174], [-0.014, -0.343, 0.136], [-0.362, 0.577, -0.058], [-0.230, 0.215, 0.095], [0.137, -0.128, -0.076], [0.071, -0.090, 0.062], [0.085, -0.010, -0.102], [-0.116, -0.082, 0.014], [-0.013, 0.082, 0.119], [-0.105, -0.027, 0.004], [0.060, -0.054, 0.081], [0.034, -0.055, 0.073], [0.035, -0.045, -0.028], [-0.055, -0.024, -0.019], [-0.022, -0.078, 0.085], [0.057, -0.085, 0.012], [-0.082, 0.017, -0.008], [0.058, -0.052, -0.019], [-0.094, 0.085, -0.055], [-0.105, 0.084, -0.040], [0.057, 0.031, 0.011], [0.018, -0.007, -0.117], [0.109, 0.051, 0.040], [-0.008, 0.072, 0.059], [0.005, 0.080, 0.007], [-0.042, -0.042, -0.080], [0.015, -0.015, -0.070], [0.049, -0.036, 0.052], [0.046, -0.031, 0.008], [0.004, -0.051, 0.001], [0.053, 0.225, -0.038], [0.008, 0.046, -0.058], [-0.147, -0.042, 0.054], [0.048, 0.006, -0.169], [-0.003, 0.041, 0.151]],
  "fmax_ha_per_bohr": 0.0146,
  "de_lowest_kcal_mol": 50.1,
  "smiles": "CC1(C)Cc2c(c(N3CCOCC3)nc3sc(C(=O)N4CCCCC4)c(N)c23)CO1",
  "spin_multiplicity": 1,
  "homo_ev": -7.49,
  "orbital_gap_ev": 8.03
}

Entry 4:
{
  "formula": "H2N2O2S",
  "method": "the ωB97M-V functional and the def2-TZVPD basis",
  "species": ["N", "N", "O", "O", "S", "H", "H"],
  "positions_angstrom": [[-1.649, 0.351, -0.031], [-0.471, -0.318, -0.145], [-4.020, 0.609, -0.113], [0.561, 0.535, 0.166], [-2.998, -0.378, 0.129], [-0.208, -1.193, 0.444], [0.448, 1.449, -0.194]],
  "forces_ev_per_angstrom": [[0.545, -1.362, 0.234], [-0.014, -1.154, 0.216], [-1.256, 0.085, 0.121], [1.960, 1.450, 0.661], [0.617, 0.462, -0.172], [-1.251, 1.896, -0.999], [-0.600, -1.376, -0.061]],
  "fmax_ha_per_bohr": 0.0491,
  "de_lowest_kcal_mol": 43.3,
  "spin_multiplicity": 1,
  "homo_ev": [-8.78, -8.78],
  "orbital_gap_ev": [8.18, 8.18]
}

Entry 5:
{
  "formula": "C10H19N3O5",
  "method": "the ωB97M-V functional and the def2-TZVPD basis",
  "species": ["N", "C", "C", "C", "C", "C", "N", "C", "O", "C", "N", "C", "C", "O", "O", "C", "O", "O", "H", "H", "H", "H", "H", "H", "H", "H", "H", "H", "H", "H", "H", "H", "H", "H", "H", "H", "H"],
  "positions_angstrom": [[1.273, 2.590, 2.287], [2.573, 1.801, 2.677], [2.412, 0.142, 2.868], [1.515, -0.644, 1.952], [2.062, -0.731, 0.466], [1.069, -1.040, -0.593], [-0.287, -1.134, -0.056], [-1.251, -0.291, -0.032], [-2.270, -0.525, 0.719], [-1.404, 0.570, -1.182], [-0.951, -0.232, -2.262], [-2.717, 1.309, -1.444], [-4.028, 0.645, -1.859], [-5.076, 0.871, -1.360], [-3.834, -0.459, -2.684], [1.298, -2.468, -1.329], [1.959, -3.351, -0.922], [0.422, -2.724, -2.313], [1.056, 2.533, 1.320], [0.384, 2.171, 2.676], [2.983, 2.286, 3.492], [3.284, 2.047, 1.868], [2.032, 0.021, 3.926], [3.420, -0.264, 2.726], [0.498, -0.359, 1.842], [1.445, -1.690, 2.233], [2.588, 0.197, 0.410], [2.703, -1.582, 0.333], [0.989, -0.312, -1.404], [-0.324, -1.832, 0.645], [-0.765, 1.537, -1.067], [-1.024, 0.407, -3.035], [-1.821, -0.820, -2.409], [-2.531, 1.979, -2.331], [-3.075, 1.884, -0.613], [-4.750, -0.746, -2.954], [0.142, -1.788, -2.591]],
  "forces_ev_per_angstrom": [[0.063, -1.585, 1.936], [-2.960, -1.699, -3.465], [0.010, 2.371, 1.163], [0.560, -1.123, -2.158], [0.240, -0.198, 1.798], [-1.231, -0.082, -1.934], [3.469, -1.977, 0.065], [-6.742, -1.005, 2.824], [2.629, 1.237, -1.299], [1.116, 4.297, 0.088], [-2.107, -0.630, -2.447], [-1.292, 0.359, -1.460], [1.749, -2.682, 0.980], [-1.040, 0.756, -0.343], [-1.407, 0.838, -0.484], [-1.946, 0.859, 0.598], [1.801, -0.788, 1.098], [0.109, 2.666, -0.830], [0.513, -0.103, -1.180], [1.586, 0.432, 0.140], [0.513, 0.461, 2.132], [-0.346, -0.420, 0.100], [0.738, -0.086, -1.035], [-0.065, 0.053, 0.587], [-0.764, 1.016, 0.676], [0.110, -0.141, 0.817], [0.477, 0.556, -1.130], [1.225, -0.084, 0.683], [0.562, 0.004, 0.346], [-0.569, -0.671, 0.837], [-0.131, -1.775, -0.075], [0.313, 0.023, -1.028], [1.429, 0.176, -0.223], [0.113, -0.199, 0.955], [0.456, 0.568, 0.525], [1.176, 0.122, 0.463], [-0.358, -1.544, 0.282]],
  "fmax_ha_per_bohr": 0.1435,
  "de_lowest_kcal_mol": 84.9,
  "smiles": "NCCCC[C@H](NC(=O)[C@@H](N)CC(=O)O)C(=O)O",
  "spin_multiplicity": 1,
  "homo_ev": -9.59,
  "orbital_gap_ev": 9.73
}

Entry 6:
{
  "formula": "C5H10I2O",
  "method": "the ωB97M-V functional and the def2-TZVPD basis",
  "species": ["C", "C", "C", "C", "C", "O", "I", "I", "H", "H", "H", "H", "H", "H", "H", "H", "H", "H"],
  "positions_angstrom": [[-0.782, -1.385, -0.086], [-0.198, 0.325, 1.635], [-1.024, 1.047, -0.611], [-0.181, 0.005, 0.145], [1.205, 0.074, -0.484], [1.133, -0.026, -1.821], [2.644, -1.818, 0.115], [2.373, 1.828, 0.105], [-0.666, -1.692, -1.123], [-1.844, -1.359, 0.149], [-0.311, -2.125, 0.557], [0.077, 1.360, 1.825], [0.476, -0.323, 2.190], [-1.206, 0.177, 2.018], [-0.588, 2.040, -0.526], [-1.092, 0.787, -1.665], [-2.026, 1.075, -0.191], [2.010, 0.010, -2.231]],
  "forces_ev_per_angstrom": [[0.078, 0.008, -0.033], [0.163, 0.004, -0.071], [0.017, 0.007, -0.094], [-0.242, -0.059, 0.057], [1.282, -0.743, 0.249], [-0.070, 0.039, -0.283], [-0.833, 1.042, -0.037], [-0.070, -0.228, -0.076], [-0.008, -0.069, -0.057], [-0.107, 0.050, 0.017], [0.037, -0.032, -0.014], [0.025, 0.041, 0.030], [0.092, -0.078, 0.042], [-0.093, -0.066, -0.006], [-0.008, 0.070, 0.003], [-0.077, 0.042, -0.013], [-0.090, -0.029, 0.100], [-0.094, 0.000, 0.187]],
  "fmax_ha_per_bohr": 0.0292,
  "de_lowest_kcal_mol": 0.0,
  "spin_multiplicity": 1,
  "homo_ev": -8.99,
  "orbital_gap_ev": 8.30
}